Entry from OMol25: C6H15N3 as an isolated structure (ωB97M-V/def2-TZVPD).

Last column: Mulliken charge in e.
Element x y z (Å)
C -0.7600 0.0490 1.7763  -1.10
C -0.6665 -1.6185 0.0253  -1.08
C 1.7382 -0.8412 0.9736  -0.78
N -0.1159 -0.3480 0.5245  0.08
H -1.8097 0.3136 1.6136  0.32
H -0.7210 -0.7863 2.4767  0.42
H -1.7448 -1.5487 -0.1341  0.39
H -0.1706 -1.8803 -0.9070  0.38
H 1.3443 -1.3411 1.8587  0.40
H 2.3443 0.0201 1.2079  0.29
H 2.2287 -1.5180 0.2921  0.37
H -0.2366 0.8921 2.2185  0.39
H -0.4710 -2.4010 0.7595  0.39
C -1.1971 0.8083 -1.4280  -2.02
C 0.0351 0.7214 -0.5344  1.17
N 0.3269 2.0172 0.0025  -0.60
N 1.4898 -0.0072 -2.4495  -0.65
C 1.3562 0.2435 -1.2276  -0.45
H -0.3838 2.4264 0.5916  0.23
H 1.2493 2.0702 0.4123  0.30
H 0.6690 0.1779 -3.0539  0.25
H -2.0977 1.0814 -0.8692  0.35
H -1.0137 1.5889 -2.1664  0.47
H -1.3933 -0.1198 -1.9628  0.46

## Properties
Total charge: 0
E_tot, hartree: -401.69014
HOMO-LUMO gap (spin up / spin down), hartree: 0.2416 / 0.2416
LUMO energy (spin up / spin down), eV: 0.50 / 0.50
Energy relative to the best compared isomer or geometry (same formula, charge and spin), eV: 5.3644



Entry from OMol25: a 2-piece molecular cluster, C6H15N3 overall (ωB97M-V/def2-TZVPD).

Last column: Mulliken charge in e.
Element x y z (Å)
C 1.9504 1.0385 0.5731  -0.99
C 1.7396 -1.1984 1.5881  -1.03
N 1.3863 -0.2900 0.5267  0.22
C 0.5371 -0.7063 -0.4861  -0.43
N 0.5578 0.0151 -1.6561  -0.52
H 0.0636 -0.4972 -2.3776  0.42
H 0.4655 -1.7849 -0.5782  0.40
H 3.0418 0.9752 0.6116  0.35
H 1.5892 1.5699 1.4587  0.33
H 1.6854 1.6600 -0.2785  0.30
H 2.8273 -1.2666 1.6827  0.34
H 1.3379 -2.1968 1.4206  0.29
H 1.3330 -0.8236 2.5343  0.31
C -1.6167 1.7233 -0.7644  -1.34
N -2.1224 -1.2436 -0.9419  -0.52
C -1.4639 -0.5796 0.1439  -0.24
C -1.5242 0.8296 0.2792  0.18
H -2.4706 -0.6289 -1.6687  0.18
H -2.8884 -1.8250 -0.6283  0.22
H -1.4612 -1.1588 1.0626  0.44
H -1.1879 1.2017 1.2413  0.30
H -2.1677 1.4588 -1.6609  0.25
H 0.0114 0.9433 -1.5292  0.23
H -1.6233 2.7844 -0.5530  0.31

## Properties
Total charge: 0
E_tot, hartree: -401.78274
HOMO-LUMO gap, hartree: 0.2770
LUMO energy, eV: 0.97
Energy relative to the best compared isomer or geometry (same formula, charge and spin), eV: 2.8446



Entry from OMol25: a 3-piece molecular cluster, C6H15N3O4 overall (ωB97M-V/def2-TZVPD).

Last column: Mulliken charge in e.
Element x y z (Å)
C -1.0258 2.8679 1.2111  -1.42
C -0.4512 2.1169 0.0156  -0.06
C -1.4348 1.0929 -0.5525  -0.72
C -0.7795 0.1640 -1.5886  -0.67
C -0.7519 -1.3014 -1.1496  -0.94
C 0.1210 -1.5634 0.0787  -0.06
N 5.2835 1.4821 0.5017  0.17
N 2.0689 -0.3142 -0.2494  0.24
N 3.2563 -0.2001 -0.3250  -0.06
O 4.2962 -0.8672 -0.3185  -0.41
O -2.0896 -3.7227 1.4784  -0.59
O 1.5052 -1.6118 -0.1991  -0.31
O 5.6974 0.4772 0.1600  -0.03
H -0.2941 3.5680 1.6052  0.39
H -1.9189 3.4214 0.9293  0.33
H -1.2926 2.1716 2.0045  0.34
H 0.4648 1.6058 0.3182  0.12
H -0.1866 2.8300 -0.7667  0.34
H -2.2755 1.6229 -1.0061  0.40
H -1.8416 0.4969 0.2673  0.31
H 0.2422 0.4963 -1.7775  0.37
H -1.3202 0.2217 -2.5351  0.43
H -0.3804 -1.9211 -1.9681  0.39
H -1.7644 -1.6298 -0.9101  0.35
H -0.0685 -0.8153 0.8544  0.23
H -0.1031 -2.5531 0.4846  0.27
H -2.8692 -4.0906 1.0542  0.30
H -2.0875 -4.0449 2.3834  0.29

## Properties
Total charge: 0
E_tot, hartree: -702.56946
HOMO-LUMO gap (spin up / spin down), hartree: 0.3385 / 0.2819
LUMO energy (spin up / spin down), eV: -0.19 / -0.92
Energy relative to the best compared isomer or geometry (same formula, charge and spin), eV: 5.2763



Entry from OMol25: one molecule with the formula C6H15N3S (ωB97M-V/def2-TZVPD).

Last column: Mulliken charge in e.
Element x y z (Å)
C 3.3048 -1.2776 -0.1475  -1.31
C 1.7778 -1.3124 0.0393  -0.35
S 1.1172 0.4052 -0.0107  0.76
N 1.6084 1.0580 -1.3435  -0.76
N 1.4196 0.9714 1.4259  -0.80
N -0.5460 -0.0950 -0.0909  0.07
C -1.3046 0.5912 -1.1008  -0.64
C -2.6991 0.0497 -0.8199  -0.52
C -2.7845 0.2970 0.6842  -0.50
C -1.2779 0.1031 1.1505  -0.63
H 3.6810 -0.9569 -1.0384  0.41
H 3.6908 -0.6507 0.6026  0.37
H 3.7301 -2.3305 -0.0158  0.32
H 1.5385 -1.5152 1.1095  0.34
H 1.2713 -1.7738 -0.8737  0.32
H 1.3408 2.0738 -1.4187  0.25
H 0.9523 1.8610 1.5201  0.26
H -0.8905 0.3740 -2.1346  0.28
H -1.0994 1.6686 -0.9238  0.36
H -2.6784 -1.0234 -1.0512  0.27
H -3.4925 0.6209 -1.3266  0.35
H -3.2213 1.2937 0.9219  0.27
H -3.4210 -0.4728 1.2446  0.25
H -0.7875 0.8317 1.7609  0.39
H -1.2298 -0.7909 1.8367  0.26

## Properties
Total charge: 0
E_tot, hartree: -799.92610
SMILES: CCS(=N)(=N)N1CCCC1
HOMO-LUMO gap, hartree: 0.3514
LUMO energy, eV: 0.75
Energy relative to the best compared isomer or geometry (same formula, charge and spin), eV: 1.2002



Entry from OMol25: an isolated ion of composition C6H15N4 and charge +1 (ωB97M-V/def2-TZVPD).

Last column: Mulliken charge in e.
Element x y z (Å)
C -0.6820 -1.4635 0.0309  0.79
C -1.8586 0.6442 0.4091  -0.69
C -0.9057 1.4530 -0.4014  -0.21
C 0.6891 0.3040 0.9762  -0.34
C -0.7663 -2.7974 -0.6974  -1.38
C 2.8312 0.6893 -0.1713  -0.78
N -1.7873 -0.8110 0.4345  -0.18
N 0.4941 -0.9621 0.2903  -0.02
N -0.8027 2.8297 -0.4550  -0.44
N 1.9437 0.7862 1.0298  -0.33
H -1.6812 1.0095 1.3885  0.36
H -2.8372 0.7473 -0.0691  0.31
H -0.4485 1.0876 -1.2547  0.53
H 0.2297 0.2727 1.9792  0.35
H 0.1901 -3.0763 -1.1482  0.37
H -1.5954 -2.8437 -1.3508  0.40
H -0.8121 -3.5566 0.0857  0.34
H 2.1284 1.0843 -0.9735  0.28
H 3.8314 1.1287 -0.0613  0.31
H 2.9113 -0.4680 -0.3214  0.21
H -2.6891 -1.2193 0.2726  0.31
H 1.3286 -1.3816 -0.1439  0.11
H -0.6060 3.2140 -1.3161  0.22
H -1.3792 3.4619 0.1827  0.23
H 1.8463 1.7315 1.3426  0.28

## Properties
Total charge: +1
E_tot, hartree: -456.29209
HOMO-LUMO gap (spin up / spin down), hartree: 0.2671 / 0.2670
LUMO energy (spin up / spin down), eV: -2.83 / -2.83
Energy relative to the best compared isomer or geometry (same formula, charge and spin), eV: 2.8287



Entry from OMol25: an isolated ion of composition C6H15N4 and charge +1 (ωB97M-V/def2-TZVPD).

Last column: Mulliken charge in e.
Element x y z (Å)
C -2.0940 1.2557 2.2248  -1.43
C -1.9472 -0.1021 1.4434  -0.35
N -0.6989 -0.0910 0.6171  0.61
C -0.4207 -1.3066 -0.0912  -0.74
N -1.5272 -2.2490 0.0052  -0.70
N -0.2072 1.0596 0.2630  -0.63
C 0.7969 1.3554 -0.5641  -0.41
C 1.7892 0.4239 -1.0645  1.02
C 2.5254 0.7954 -2.2347  -1.76
N 2.2600 -0.5852 -0.3293  -0.37
H -2.6974 1.9583 1.7856  0.46
H -2.6026 1.1341 3.1410  0.42
H -1.2599 1.8703 2.6031  0.36
H -1.8378 -0.9614 2.0462  0.41
H -2.7725 -0.1562 0.8791  0.34
H -0.4877 -1.0450 -1.1802  0.45
H 0.5344 -1.8045 0.1348  0.40
H -1.2079 -2.9967 -0.6870  0.32
H -2.3746 -1.8791 -0.5028  0.29
H 0.9695 2.3916 -0.9278  0.40
H 3.5210 0.9129 -1.8708  0.40
H 2.0152 1.4759 -2.7625  0.54
H 2.5484 0.0763 -3.0188  0.42
H 2.1151 -0.6171 0.7487  0.37
H 3.0604 -0.9154 -0.6581  0.18

## Properties
Total charge: +1
E_tot, hartree: -456.26898
SMILES: CCN(CN)/N=C\C(C)=[NH2+]
HOMO-LUMO gap (spin up / spin down), hartree: 0.3087 / 0.3087
LUMO energy (spin up / spin down), eV: -4.63 / -4.63
Energy relative to the best compared isomer or geometry (same formula, charge and spin), eV: 3.4576



Entry from OMol25: an isolated ion of composition C6H15N4 and charge +1 (ωB97M-V/def2-TZVPD).

Last column: Mulliken charge in e.
Element x y z (Å)
H 3.5483 -0.3440 0.3510  0.17
N 2.6192 -0.2110 -0.1256  -0.62
N 1.3740 0.0050 0.8430  0.26
C 0.1767 -0.1414 0.1092  0.07
C 0.0877 0.1078 -1.1830  -0.69
C -1.0971 0.2801 -2.2148  0.36
C -1.4632 -1.1021 -2.6537  -1.54
C -2.3969 0.9945 -1.7127  -1.51
N 1.3873 -0.1756 2.1470  0.79
C 0.2405 0.1796 3.0251  -0.95
N 2.6108 -0.2749 2.7255  -0.68
H -0.7397 -0.3395 0.7525  0.46
H 1.0383 0.2140 -1.6212  0.42
H -0.6708 0.8224 -2.9954  0.46
H -1.7174 -1.6721 -1.7809  0.41
H -2.3761 -0.9273 -3.1983  0.42
H -0.7217 -1.4862 -3.2666  0.43
H -2.7231 1.6953 -2.4765  0.35
H -3.1122 0.2903 -1.5583  0.49
H -2.3306 1.6038 -0.8057  0.35
H -0.4146 0.7700 2.5696  0.51
H -0.1173 -0.7403 3.4694  0.35
H 0.6423 0.6861 3.9026  0.29
H 3.4330 -0.3380 2.1246  0.22
H 2.7226 0.1034 3.5732  0.19

## Properties
Total charge: +1
E_tot, hartree: -456.13302
SMILES: [H]/N=[N+](/C=C/C(C)C)N(C)N
HOMO-LUMO gap (spin up / spin down), hartree: 0.2979 / 0.2754
LUMO energy (spin up / spin down), eV: -5.28 / -5.35
Energy relative to the best compared isomer or geometry (same formula, charge and spin), eV: 7.1572



Entry from OMol25: an isolated ion of composition C6H15N4O and charge +1 (ωB97M-V/def2-TZVPD).

Last column: Mulliken charge in e.
Element x y z (Å)
H -1.7369 2.6956 0.5474  0.25
N -1.7000 2.1023 -0.1984  -0.56
C -0.7571 1.4337 -0.6168  0.18
N 0.6466 1.9253 -0.1633  -0.28
C -0.8057 0.4023 -1.6276  0.67
C -0.1078 0.8119 -2.9570  -1.39
C -0.4137 -1.0768 -1.2751  -0.02
O -0.7009 -1.9724 -2.0339  -0.58
N 0.2230 -1.3254 -0.0735  -0.12
N 0.8098 -0.5018 0.8544  -0.53
C 0.1895 -0.6160 2.2197  -0.35
C 0.1820 -2.0858 2.7131  -1.27
H 1.0745 0.8775 0.1678  0.48
H 1.2810 2.1433 -0.9299  0.34
H 0.5958 2.6903 0.4256  0.27
H -1.9546 0.2605 -1.8514  0.31
H 0.2034 -0.0279 -3.5649  0.40
H 0.8066 1.3775 -2.8891  0.37
H -0.7584 1.4232 -3.4810  0.41
H 0.2782 -2.3343 -0.0519  0.27
H 1.7755 -0.7901 1.0347  0.36
H -0.6950 0.0256 2.1786  0.31
H 0.9502 -0.1695 2.8477  0.37
H -0.6498 -2.7906 2.4846  0.31
H 1.1212 -2.4482 2.4583  0.40
H 0.1427 -2.0299 3.7815  0.40

## Properties
Total charge: +1
E_tot, hartree: -531.55284
SMILES: [H]/N=C(\[NH3+])[C@@H](C)C(=O)NNCC
HOMO-LUMO gap, hartree: 0.3931
LUMO energy, eV: -3.18
Energy relative to the best compared isomer or geometry (same formula, charge and spin), eV: 2.2194



Entry from OMol25: an isolated ion of composition C6H15N4O and charge +1 (ωB97M-V/def2-TZVPD).

Last column: Mulliken charge in e.
Element x y z (Å)
C -1.2316 -0.1598 1.5839  0.25
C -0.0449 -0.1843 -0.5587  -0.42
C 1.6881 -1.1209 -2.0934  -1.07
C -2.5423 -0.7162 -0.3408  -0.99
C 0.9059 1.9464 -0.0128  -0.92
C 0.6245 -1.5319 -1.0135  -0.79
N -1.2558 -0.4513 0.2620  0.16
N 0.0877 0.2588 1.9959  0.17
N 0.2347 1.2595 2.7050  -0.42
N 0.9157 0.4834 0.2495  -0.01
O -2.1537 -0.2994 2.3404  -0.54
H -0.3180 0.3341 -1.4181  0.66
H 1.3447 -0.8062 -3.0561  0.34
H 2.2640 -1.9849 -2.2772  0.40
H 2.4482 -0.4163 -1.6077  0.28
H -2.4619 -0.8347 -1.4934  0.37
H -2.9814 -1.7397 -0.1516  0.31
H -3.1760 0.0783 -0.1062  0.38
H 1.8312 2.3376 0.3494  0.31
H 0.7512 1.9993 -1.0535  0.39
H -0.0542 2.2269 0.4409  0.41
H 1.0455 -2.0488 -0.2019  0.40
H -0.2056 -2.0964 -1.3781  0.45
H 0.8525 1.3226 3.4926  0.23
H -0.3518 2.0795 2.8373  0.23
H 1.7830 0.0645 0.5063  0.42

## Properties
Spin multiplicity: 3
Total charge: +1
E_tot, hartree: -531.42983
HOMO-LUMO gap (spin up / spin down), hartree: 0.3255 / 0.2294
LUMO energy (spin up / spin down), eV: -2.78 / -7.15
⟨S²⟩: 2.010



Entry from OMol25: a 2-piece molecular cluster, C6H15NO overall (ωB97M-V/def2-TZVPD).

Last column: Mulliken charge in e.
Element x y z (Å)
C 1.5059 1.2873 -2.4937  -1.22
C 1.1171 -0.1155 -1.9881  -0.70
C -0.3681 -0.3278 -1.8130  -0.72
C -0.8389 0.2573 -0.4516  -0.71
N -3.0834 -1.4195 2.1685  -0.43
C -2.1161 -0.5710 1.5394  -1.21
C -1.9909 -0.5193 0.2273  -0.05
H 2.5326 1.5364 -2.2295  0.51
H 1.1960 1.3884 -3.5272  0.32
H 0.8299 1.9800 -1.9440  0.23
H 1.5349 -0.9220 -2.6339  0.38
H 1.6215 -0.3351 -1.0345  0.43
H -0.5956 -1.3766 -1.7220  0.45
H -0.9207 0.1892 -2.5916  0.27
H -0.1792 0.3639 0.4175  0.30
H -1.1418 1.3239 -0.6001  0.27
H -3.9614 -1.4256 1.6669  0.24
H -3.2530 -1.1455 3.1270  0.37
H -1.4426 -0.0472 2.1844  0.64
H -2.6298 -0.7550 -0.6071  0.27
H 3.6030 -0.2975 4.5074  0.83
H 4.7544 0.4026 3.7695  0.79
O 3.8262 0.5286 4.0283  -2.26

## Properties
Spin multiplicity: 2
Total charge: -1
E_tot, hartree: -367.50152
HOMO-LUMO gap (spin up / spin down), hartree: 0.0765 / 0.3262
LUMO energy (spin up / spin down), eV: 3.38 / 3.33
⟨S²⟩: 0.750
Energy relative to the best compared isomer or geometry (same formula, charge and spin), eV: 1.6848



Sequential F_max output: 0.015 0.031 0.060 0.075 0.093 0.118 0.121 0.102 0.133 0.064 hartree/bohr